(1)
161
Properties=species:S:1:pos:R:3:forces:R:3 method="wB97M-V/def2-TZVPD" charge=+2 orbital_gap_ha=0.0854 total_energy_ha=-2980.6359
Zr 0.9327 2.2561 -4.3390 -0.5 -0.1 0.3
C 2.8094 -2.9396 -3.0981 0.3 1.4 -0.7
C 4.1549 -2.8117 -3.8749 -0.9 -1.1 0.8
C 4.3525 -4.2286 -4.3992 1.1 -0.7 -0.6
C 5.5265 -4.3797 -5.3887 -0.4 0.3 0.5
C 5.2786 -3.4556 -6.5672 0.1 0.2 0.8
C 5.1157 -1.9351 -6.1706 -0.6 -1.3 -1.1
N 4.0864 -1.8760 -5.1034 -1.0 5.2 3.7
O 3.6371 -0.5434 -4.7530 1.8 -5.4 -1.5
C 4.5518 -1.2624 -7.4313 0.3 0.7 -0.4
C 6.4737 -1.3158 -5.7651 -0.7 0.4 0.3
C 5.2374 -2.4680 -2.7982 0.6 1.4 -0.9
H 2.5755 -1.9845 -2.6278 -0.2 0.0 0.0
H 2.9245 -3.6841 -2.3103 0.0 0.0 -0.3
H 2.0109 -3.2087 -3.7895 -0.1 0.0 0.2
H 3.4172 -4.5966 -4.8210 0.0 0.1 -0.4
H 4.5446 -4.9221 -3.5805 0.0 0.3 0.4
H 5.5835 -5.4148 -5.7256 0.0 0.0 0.0
H 6.4615 -4.1615 -4.8727 0.1 0.0 0.0
H 4.3479 -3.8515 -6.9736 -0.1 0.5 -0.6
H 6.0840 -3.5241 -7.2984 -0.2 0.1 -0.1
H 3.7392 -1.8196 -7.8975 -0.2 0.0 0.4
H 5.2915 -1.1907 -8.2287 0.4 -0.4 0.2
H 4.2818 -0.2145 -7.3008 -0.3 -0.1 0.4
H 7.0746 -1.3453 -6.6741 0.3 -0.1 0.3
H 6.9653 -1.7644 -4.9019 0.0 -0.5 -0.4
H 6.3431 -0.2795 -5.4536 -0.2 0.2 -0.3
H 5.4169 -1.3947 -2.7365 -0.1 0.3 -0.4
H 6.2061 -2.8942 -3.0593 -0.1 -0.2 0.2
H 4.9865 -2.6637 -1.7556 -0.4 -0.8 -0.3
C 1.2275 2.9594 1.7479 -0.1 0.7 -0.4
C 0.5210 1.5788 1.7082 1.2 1.1 3.5
C -0.0380 1.4806 3.1972 -2.3 -0.8 -0.2
C -1.1772 0.3863 3.3789 0.9 1.6 -1.0
C -2.2324 0.5659 2.2560 0.8 0.6 1.7
C -1.6710 0.5874 0.8451 -2.5 0.1 0.5
N -0.5087 1.5321 0.6918 1.6 -2.0 -5.2
O -0.0381 1.6483 -0.6372 -2.0 0.2 5.2
C -2.8753 1.0397 -0.0197 0.1 0.4 -0.8
C -1.3571 -0.8646 0.5690 1.7 -0.6 -2.4
C 1.6098 0.4948 1.6271 1.2 -0.2 -1.5
H 0.5617 3.7980 1.9523 -0.7 -0.3 -0.3
H 1.7643 3.2533 0.8459 0.2 -0.4 -0.1
H 1.8810 3.0377 2.6167 0.3 -0.5 -0.2
H -0.4801 2.4184 3.5336 -0.1 0.3 -0.5
H 0.7243 1.3276 3.9610 0.5 -0.3 -0.6
H -1.6725 0.5790 4.3306 0.2 -0.4 0.1
H -0.6978 -0.5922 3.3512 -0.3 -0.2 0.1
H -2.7964 1.4872 2.4017 0.0 0.1 0.4
H -2.9258 -0.2664 2.3768 -0.2 0.1 -0.5
H -2.6729 1.0896 -1.0895 0.3 -0.1 0.0
H -3.2801 2.0145 0.2525 0.5 0.2 0.2
H -3.7541 0.4007 0.0675 0.4 -0.5 0.3
H -2.1680 -1.5926 0.5479 -0.4 0.6 0.9
H -0.4893 -1.2504 1.1040 -0.3 0.0 0.2
H -1.0854 -0.9022 -0.4860 0.5 -0.1 -0.3
H 2.5090 0.7642 2.1812 -0.5 0.3 0.7
H 2.0542 0.4940 0.6318 -0.4 -0.2 -0.5
H 1.3869 -0.5444 1.8689 -0.5 0.3 0.2
C -5.9715 4.8441 -3.0855 -0.2 0.8 0.4
O -4.5792 5.2147 -3.0887 0.0 -1.1 -0.2
H -6.3807 4.9769 -2.0840 -0.2 0.5 0.0
H -6.4596 5.4798 -3.8242 -0.5 -0.2 0.2
H -6.2242 3.8007 -3.2739 1.0 -0.1 -0.5
H -4.5087 6.0720 -2.6624 -0.1 0.0 0.0
C 1.4007 -4.3400 6.7995 -0.1 0.5 0.3
O 0.9261 -3.6006 7.9501 0.5 -0.6 -0.7
H 2.3728 -4.7656 7.0483 -0.2 0.0 0.2
H 0.7461 -5.1438 6.4624 -0.2 -0.1 0.4
H 1.5631 -3.6998 5.9324 0.0 0.3 0.0
H -0.0019 -3.3749 7.8521 0.0 -0.1 -0.2
C -5.6643 0.3420 7.1452 0.1 0.5 1.3
O -6.3993 1.3391 7.8950 -0.1 -0.1 -1.2
H -5.5489 0.6517 6.1065 -0.4 0.2 0.1
H -4.6617 0.2627 7.5655 0.2 -0.2 -0.1
H -6.1318 -0.6413 7.1984 -0.2 0.0 -0.1
H -6.2461 1.3213 8.8425 0.3 -0.5 -0.1
C -1.6871 -6.8729 -3.5516 -0.9 0.2 0.4
O -2.5018 -5.7994 -2.9588 1.2 -0.6 -0.9
H -0.6887 -6.9975 -3.1323 -0.1 0.2 0.6
H -2.2729 -7.7817 -3.4133 0.4 -0.2 -0.2
H -1.4904 -6.7273 -4.6137 -0.6 0.4 0.0
H -2.8624 -6.1785 -2.1539 -0.1 0.1 0.2
C -7.2966 -3.9309 -0.6763 -1.0 0.8 -0.2
O -8.1895 -3.1283 -1.5010 0.7 -0.8 0.2
H -7.4295 -4.9942 -0.8758 0.1 0.0 0.0
H -6.2618 -3.6286 -0.8378 0.1 -0.1 0.1
H -7.6228 -3.7159 0.3413 0.4 -0.2 0.1
H -8.3127 -3.6576 -2.2924 -0.2 0.3 -0.2
C -5.2471 -4.0309 4.7172 0.1 0.3 1.0
O -5.0875 -4.7746 5.9643 0.0 0.4 -1.6
H -5.2022 -4.6024 3.7901 -0.3 -0.5 0.2
H -6.1906 -3.4901 4.7910 0.0 -0.2 -0.1
H -4.4610 -3.2836 4.6093 0.2 0.1 0.2
H -4.5716 -5.5503 5.7327 0.1 -0.1 0.3
C -3.0728 2.5560 -6.2851 0.2 0.1 -0.6
O -2.3527 2.7511 -5.0575 0.2 -0.4 -0.2
H -2.6983 1.7187 -6.8739 0.1 -0.2 0.4
H -4.1267 2.3977 -6.0561 0.0 0.0 -0.2
H -2.9283 3.4423 -6.9030 -0.3 0.1 -0.1
H -2.9843 3.3176 -4.6084 0.4 0.3 0.9
C 0.1127 6.3272 -2.4601 0.2 0.2 1.1
O 0.0866 5.5126 -3.6400 0.1 -0.2 0.4
H -0.8477 6.5202 -1.9821 -0.5 0.0 -0.7
H 0.6197 5.8353 -1.6300 0.5 -0.4 -0.5
H 0.6023 7.2874 -2.6225 0.0 -0.1 -0.2
H -0.3035 6.0679 -4.3191 -0.1 -0.1 -0.3
C 5.4570 1.4914 5.9402 0.2 0.5 0.9
O 5.6659 2.6059 5.0834 0.1 -0.4 -0.7
H 6.0187 1.6209 6.8653 0.1 0.0 0.1
H 4.4145 1.4046 6.2465 -0.2 -0.3 -0.3
H 5.8410 0.5725 5.4971 -0.3 0.2 -0.4
H 5.3202 3.4110 5.4756 0.0 -0.1 0.2
C 4.8419 3.3232 -2.2976 -0.2 -0.2 0.9
O 3.6943 3.7392 -3.0852 0.6 -0.3 -0.2
H 5.7401 2.9981 -2.8227 -0.4 0.0 -0.7
H 5.1589 4.1526 -1.6655 -0.1 0.0 0.1
H 4.5077 2.5062 -1.6581 0.1 0.1 0.0
H 3.9075 4.6525 -3.2905 -0.4 0.2 -0.4
C 0.2743 1.6211 9.3743 -0.7 -0.6 -0.3
O 0.1277 2.9482 9.7656 0.5 0.9 0.7
H -0.6975 1.1389 9.2689 -0.1 -0.1 -0.2
H 0.8113 1.5567 8.4279 0.1 -0.2 -0.1
H 0.7895 1.0251 10.1276 0.3 0.4 0.1
H -0.6977 3.3617 9.5023 -0.1 -0.3 -0.1
C -2.4969 -6.9861 1.8237 -0.5 0.6 0.1
O -3.5324 -6.9978 0.8005 1.2 -0.2 0.5
H -1.4640 -7.0039 1.4758 -0.3 -0.3 -0.8
H -2.5644 -6.0326 2.3475 -0.1 0.0 0.4
H -2.6156 -7.8122 2.5249 -0.1 0.0 0.0
H -4.2783 -7.4284 1.2246 -0.2 0.0 -0.2
C 7.9945 0.7331 1.6373 -1.0 -0.6 -0.4
O 7.4919 2.0313 1.7362 0.2 1.3 0.2
H 8.9286 0.5077 2.1519 0.1 0.3 0.0
H 7.2045 0.0880 2.0219 0.2 -0.7 0.0
H 8.0684 0.5749 0.5614 0.4 -0.4 0.1
H 7.2048 2.2097 2.6347 0.0 0.0 0.2
C -5.0289 -2.3125 -4.9685 -0.9 -0.8 -0.2
O -3.9450 -2.2113 -4.0952 1.0 0.6 0.5
H -5.7250 -1.4792 -4.8728 0.4 0.2 0.0
H -4.7026 -2.4306 -6.0018 -0.1 0.1 -0.2
H -5.5853 -3.1991 -4.6643 -0.4 -0.1 -0.4
H -3.6591 -3.1111 -3.9212 0.2 0.0 0.2
C -0.4726 -1.4358 -6.4921 0.7 -0.4 -1.3
O -0.5399 -0.6313 -5.3472 -0.2 0.7 0.7
H 0.1504 -0.9231 -7.2250 0.0 -0.1 0.0
H -0.0109 -2.4003 -6.2811 0.0 -0.1 0.1
H -1.4468 -1.6145 -6.9470 -0.1 0.1 0.1
H -1.2761 -1.0085 -4.8602 -0.2 0.3 0.6
C 0.6679 9.7036 1.5107 0.8 1.4 -0.7
O 0.4864 10.2755 0.1941 0.0 -1.0 -0.1
H 0.2857 10.4313 2.2267 -0.4 -0.7 0.4
H 0.2898 8.6830 1.5691 -0.6 0.3 0.0
H 1.7372 9.6269 1.7076 0.2 0.0 0.0
H 0.2495 11.2057 0.2103 0.0 -0.1 0.5
C -3.0068 4.4604 7.1278 -0.5 0.3 0.2
O -2.8376 5.1706 8.3525 0.3 -0.5 -0.2
H -4.0116 4.6223 6.7377 -0.1 -0.1 -0.1
H -2.2904 4.7508 6.3593 0.2 0.1 0.0
H -2.9103 3.3906 7.3132 0.1 0.1 0.2
H -3.2265 6.0449 8.2752 0.0 0.0 -0.1

=====

(2)
167
Properties=species:S:1:pos:R:3:forces:R:3 method="wB97M-V/def2-TZVPD" charge=+1 orbital_gap_ha=0.2855 total_energy_ha=-3409.8591
C 2.7058 -5.2330 2.3436 -0.3 0.5 -0.8
C 3.0928 -4.3138 1.1258 0.0 -0.7 1.1
C 4.2817 -3.3483 1.4251 -1.0 0.4 -0.7
C 3.9899 -1.9136 0.8386 1.0 -0.6 -0.1
C 4.7889 -1.7748 -0.4978 -0.6 1.0 0.6
C 4.9995 -0.3006 -0.9532 0.7 -0.6 -0.2
C 5.7677 0.5346 0.1239 -0.1 0.5 -0.6
C 5.0653 1.8719 0.5497 0.7 -0.7 0.6
C 4.8771 1.8814 2.0982 -0.5 0.9 -0.2
C 3.6864 2.7568 2.6175 0.0 -0.4 0.6
C 2.6674 1.8629 3.4124 0.0 0.2 -1.6
C 1.2426 2.4716 3.5317 2.2 0.4 0.2
N 0.3195 2.2030 2.3453 -1.0 -0.1 2.8
C -0.2199 0.8165 2.4225 -0.9 -1.0 0.5
C -1.3826 0.5019 1.4499 1.2 -0.9 -1.3
O -1.0570 -0.7167 0.7802 -0.2 0.2 0.1
C -2.7692 0.2638 2.1005 -0.3 0.2 -1.2
F -3.0727 -1.0083 2.1708 0.1 -0.6 0.5
F -3.6682 0.8225 1.2786 -0.5 0.4 -0.3
F -2.9572 0.8281 3.2903 0.5 0.2 0.6
O 0.8338 2.6260 1.1226 1.1 0.3 -1.1
C 1.3938 1.6749 0.4169 -2.0 4.1 3.2
N 1.6625 0.7549 -0.1432 1.7 -4.5 -3.1
B -0.9112 3.1601 2.6048 -1.8 2.0 -0.5
C -1.5613 3.4388 4.0030 0.3 -1.4 0.2
O -1.3926 3.8075 1.4999 0.6 -1.7 0.5
H 1.8099 -4.8151 2.8396 0.9 -0.2 0.0
H 2.3951 -6.1989 1.9208 0.2 0.1 0.6
H 3.5339 -5.3415 3.0591 -0.2 -0.2 -0.3
H 2.1751 -3.7695 0.8425 0.4 -0.1 0.0
H 3.3404 -4.9881 0.2897 0.0 0.5 0.1
H 4.5275 -3.2849 2.4966 -0.3 -0.1 -0.3
H 5.1630 -3.7737 0.9165 -0.2 0.3 0.4
H 4.2828 -1.1336 1.5673 0.0 -0.3 -0.3
H 2.9081 -1.7831 0.6649 0.4 -0.1 0.0
H 5.8014 -2.1887 -0.3532 -0.5 -0.1 -0.1
H 4.2347 -2.3672 -1.2445 0.5 0.2 0.0
H 5.6577 -0.3524 -1.8403 -0.4 0.1 0.2
H 4.0685 0.1690 -1.3079 0.2 -0.1 0.4
H 5.9695 -0.0781 1.0177 -0.1 0.2 -0.3
H 6.7489 0.8110 -0.2916 -0.3 -0.2 0.1
H 4.1282 2.0076 -0.0102 0.2 0.0 0.3
H 5.7470 2.7037 0.3059 -0.5 -0.2 -0.1
H 4.7331 0.8609 2.4868 0.2 0.3 -0.2
H 5.8069 2.2912 2.5242 -0.3 -0.4 0.0
H 3.1918 3.3137 1.8031 0.2 -0.3 0.2
H 4.0587 3.5080 3.3345 -0.2 -0.1 -0.4
H 2.5830 0.9031 2.8636 0.1 0.2 0.4
H 3.1091 1.6504 4.3967 -0.5 0.0 -0.2
H 1.3473 3.5701 3.5780 -0.3 -0.4 0.2
H 0.8030 2.0720 4.4521 -0.5 0.3 -0.6
H 0.5417 0.0220 2.3507 0.0 0.7 -0.4
H -0.6092 0.6950 3.4502 0.3 0.5 -0.3
H -1.5020 1.2343 0.6292 -0.1 0.3 0.9
H -0.6268 -0.5062 -0.0624 0.0 -0.1 0.2
H -1.2572 4.4169 4.4206 -0.2 -0.3 -0.3
H -1.3512 2.6380 4.7360 -0.1 0.5 -0.1
H -2.6551 3.4212 3.8516 0.4 0.3 0.1
H -2.2960 3.5159 1.2608 -0.1 0.8 -0.4
C -3.2148 7.3859 5.0466 0.0 0.0 -0.2
O -2.0770 6.6921 4.5297 0.2 -0.3 -0.1
H -3.1349 7.4262 6.1305 0.1 -0.1 0.0
H -3.2400 8.4007 4.6481 -0.2 0.0 0.1
H -4.1282 6.8567 4.7695 -0.1 0.2 0.1
H -2.1711 6.6724 3.5707 0.0 0.1 0.1
C -4.6320 7.6329 1.3525 -0.3 0.1 0.1
O -5.3945 8.1910 2.4193 0.1 -0.1 0.1
H -3.6346 8.0718 1.3700 0.0 0.1 0.1
H -4.5529 6.5474 1.4825 0.1 0.0 -0.2
H -5.1095 7.8583 0.3973 0.2 -0.2 0.0
H -6.2697 7.7907 2.3853 0.1 0.2 0.0
C -2.5741 2.7888 -1.7215 -0.2 -0.1 0.0
O -3.3060 3.3031 -0.6098 0.1 0.0 0.4
H -1.5434 3.1322 -1.6462 -0.1 0.1 0.1
H -2.5941 1.6945 -1.7064 0.1 0.0 -0.2
H -3.0097 3.1535 -2.6537 0.1 -0.1 -0.1
H -4.2137 2.9900 -0.6940 0.1 0.1 0.1
C 2.5546 -9.7030 2.4740 -0.2 0.1 0.1
O 1.7741 -8.5085 2.5329 -0.1 0.0 0.0
H 3.5377 -9.4568 2.0793 0.0 0.0 0.0
H 2.6646 -10.1261 3.4755 0.1 -0.1 -0.1
H 2.0738 -10.4301 1.8146 0.1 -0.1 0.0
H 0.9105 -8.7488 2.8839 0.1 0.0 0.0
C 6.0385 -10.9691 0.1131 0.3 0.5 0.2
O 5.9249 -10.0568 1.2120 0.0 0.0 0.2
H 5.3282 -11.7770 0.2571 0.0 0.1 0.1
H 5.8151 -10.4573 -0.8186 0.0 -0.2 0.0
H 7.0505 -11.3812 0.0761 -0.1 -0.1 -0.1
H 6.5617 -9.3504 1.0634 -0.1 0.0 0.0
C 5.7793 -12.5708 -3.3184 -0.2 0.0 0.0
O 4.9983 -12.0369 -2.2498 -0.1 -0.2 -0.2
H 6.7465 -12.0730 -3.3176 -0.1 0.0 0.1
H 5.9257 -13.6442 -3.1734 0.1 0.0 -0.1
H 5.2786 -12.3894 -4.2733 0.1 -0.1 -0.1
H 4.1471 -12.4875 -2.2632 0.1 0.1 0.0
C 6.6956 2.0357 -3.3290 0.1 0.3 0.1
O 7.5800 2.2428 -2.2364 0.0 0.0 0.1
H 6.5462 0.9660 -3.4528 0.1 0.0 0.0
H 5.7340 2.5144 -3.1216 -0.1 -0.1 -0.2
H 7.1266 2.4470 -4.2449 -0.2 -0.1 -0.1
H 7.7002 3.1936 -2.1415 0.1 -0.1 0.0
C -1.3479 -4.1287 2.5813 0.0 -0.4 0.1
O -0.1644 -4.9131 2.5148 -0.5 0.2 0.0
H -1.0922 -3.0958 2.3550 0.1 0.0 -0.1
H -2.0753 -4.4875 1.8487 -0.1 0.2 0.1
H -1.7747 -4.1851 3.5864 -0.2 0.1 -0.1
H -0.4133 -5.8226 2.7171 0.1 0.1 0.0
C -5.5965 7.0050 -2.5268 -0.4 0.0 0.1
O -6.3650 7.5610 -1.4664 0.0 -0.1 -0.1
H -4.5995 7.4432 -2.5089 0.0 0.0 0.1
H -5.5159 5.9221 -2.3962 0.2 0.0 -0.2
H -6.0696 7.2316 -3.4849 0.2 -0.1 -0.1
H -7.2407 7.1547 -1.5079 0.0 0.2 0.1
C -3.7214 -5.7876 5.6055 0.2 -0.2 0.1
O -2.8807 -6.6360 4.8302 0.1 0.0 -0.1
H -4.2065 -5.0805 4.9358 0.0 -0.1 0.0
H -4.4843 -6.3787 6.1169 -0.1 0.2 0.0
H -3.1275 -5.2379 6.3404 -0.1 0.1 0.0
H -2.4607 -7.2543 5.4376 0.0 0.0 -0.1
C -9.3124 7.0036 -3.4498 -0.4 0.2 0.3
O -9.7866 6.4641 -2.2168 0.2 0.0 0.1
H -8.3849 6.5000 -3.7174 -0.1 -0.1 0.0
H -10.0483 6.8392 -4.2355 0.2 0.1 -0.2
H -9.1232 8.0741 -3.3330 0.1 0.0 -0.2
H -10.6083 6.9240 -2.0003 -0.1 -0.1 0.0
C -13.3722 5.5874 -2.2855 0.1 -0.1 0.2
O -12.8868 6.6959 -1.5321 0.2 0.1 0.0
H -13.6484 5.9406 -3.2764 0.0 0.1 0.1
H -12.5933 4.8260 -2.3780 -0.1 -0.1 -0.1
H -14.2506 5.1585 -1.7988 0.0 -0.1 -0.1
H -12.6488 6.3651 -0.6588 -0.1 0.1 0.0
C -9.0893 4.2159 -6.3853 -0.3 0.1 0.1
O -9.8114 5.4403 -6.3268 0.0 -0.1 0.0
H -8.0862 4.4259 -6.7504 0.0 0.1 0.0
H -9.0235 3.7694 -5.3884 0.1 -0.1 0.0
H -9.5815 3.5196 -7.0686 0.1 -0.1 0.0
H -10.6948 5.2343 -6.0026 0.1 0.1 -0.1
C 9.6670 -11.7004 -1.4557 0.0 0.3 -0.1
O 8.7479 -11.2737 -2.4600 0.0 0.0 0.0
H 9.2693 -12.5947 -0.9800 -0.1 0.0 -0.1
H 10.6325 -11.9323 -1.9114 0.1 -0.1 0.2
H 9.7904 -10.9158 -0.7072 0.2 -0.1 0.1
H 9.1172 -10.4838 -2.8687 -0.1 -0.1 0.0
C -1.7811 9.0487 -2.2175 -0.4 0.0 0.1
O -2.5468 9.6025 -1.1533 0.1 -0.1 0.1
H -0.7888 9.4937 -2.1941 0.0 0.0 0.0
H -1.6936 7.9642 -2.0922 0.1 0.0 -0.1
H -2.2516 9.2721 -3.1769 0.2 -0.1 -0.1
H -3.4207 9.1978 -1.1897 0.0 0.2 0.1
C -4.3504 1.3397 -5.1890 -0.3 0.1 0.1
O -4.9559 2.6166 -5.0081 0.1 0.1 0.1
H -3.3236 1.4854 -5.5170 0.0 0.1 0.0
H -4.3531 0.7912 -4.2426 0.1 -0.2 -0.1
H -4.8910 0.7694 -5.9472 0.1 -0.1 0.0
H -5.8623 2.4674 -4.7186 0.1 0.1 -0.1
C 10.0830 -8.9866 1.7672 0.3 0.1 -0.1
O 10.9495 -9.1820 0.6538 0.0 0.0 0.0
H 9.2109 -9.6259 1.6410 0.1 0.0 0.0
H 10.5939 -9.2561 2.6944 -0.2 0.0 0.1
H 9.7605 -7.9432 1.8153 -0.1 0.0 0.1
H 11.7141 -8.6108 0.7819 0.0 -0.1 -0.1
C -0.7462 6.4014 -5.3847 0.1 0.0 0.3
O -0.2773 7.5084 -4.6227 0.0 0.0 0.0
H -1.0117 6.7560 -6.3775 0.0 0.1 0.0
H 0.0375 5.6441 -5.4717 -0.1 -0.1 -0.1
H -1.6301 5.9643 -4.9111 0.0 -0.1 -0.1
H -0.0472 7.1768 -3.7487 0.0 0.1 -0.1